w.
Entry from the OMol25 dataset: an isolated molecule of C6H11NO (wB97M-V/def2-TZVPD).

Structure (XYZ):
```
19
Properties=species:S:1:pos:R:3:mulliken_charge:R:1
C -0.92036 -0.12812 -1.15572 -0.7200
C -1.86003 0.02866 0.19691 0.1773
C 0.49912 1.71785 -0.09533 -1.5937
C 2.58826 -0.51150 0.25361 -1.2354
C 0.23092 0.24729 -0.28715 1.0891
N -2.59102 -1.11569 0.58478 -0.4747
C 1.12813 -0.72100 0.02644 -0.4377
O -2.11611 0.62337 -1.02724 -0.4259
H -0.94099 -1.10053 -1.64976 0.3901
H -1.80751 0.75063 1.01135 0.3838
H -2.71142 -1.24206 1.57968 0.2167
H -2.93089 -1.66280 -0.19516 0.2056
H 0.80827 -1.75390 -0.04045 0.3424
H -0.35464 2.30460 -0.42991 0.3705
H 0.67291 1.94890 0.95724 0.3329
H 1.37624 2.02347 -0.66397 0.4530
H 2.92531 -1.09236 1.11466 0.3186
H 3.17297 -0.85129 -0.60696 0.2697
H 2.83084 0.53447 0.42699 0.3375
```

=====

x.
Entry from the OMol25 dataset: an isolated molecule of C6H11NO (wB97M-V/def2-TZVPD).

Structure (XYZ):
```
19
Properties=species:S:1:pos:R:3:mulliken_charge:R:1
C 0.65155 -0.24309 0.02795 0.8598
C 0.94713 1.14580 0.65686 -0.6426
C -0.45380 1.51502 0.09759 -0.9522
C -0.36625 0.30626 -0.87080 -0.1956
C -1.60977 -0.54506 -0.75639 -0.7034
C -0.16182 -1.20980 0.96259 -0.7235
H 2.12817 -0.18796 -1.20078 0.3993
H 2.40322 -1.29513 0.01008 0.2982
H 1.23039 1.24777 1.71896 0.2926
H 1.76282 1.57850 -0.03738 0.2644
H -0.63512 2.55036 -0.25361 0.3795
H -1.14103 1.22813 0.84367 0.2695
H -0.33413 0.46024 -1.94140 0.4061
H -2.35849 -0.04790 -0.17715 0.2546
H -2.06685 -1.00246 -1.61114 0.3526
H -0.67858 -0.64016 1.79461 0.2196
H 0.22224 -2.15670 1.39791 0.3365
N 1.67295 -0.98673 -0.68891 -0.6856
O -1.21263 -1.71709 0.02734 -0.4300
```

=====

y.
Entry from the OMol25 dataset: an isolated molecule of C6H11NO (wB97M-V/def2-TZVPD).

Structure (XYZ):
```
19
Properties=species:S:1:pos:R:3:mulliken_charge:R:1
C -1.20275 -0.31729 -0.71558 -0.4636
C -0.07756 -3.30923 0.39195 -0.6704
C 1.17498 0.14480 0.02703 -1.2622
C 0.25650 3.06640 0.23314 -1.2254
N -0.72925 -2.02984 0.51388 -0.4218
C -0.19864 0.62861 -0.34080 1.1179
C -0.57864 1.92501 -0.23842 -0.3620
O -1.15399 -1.62536 -0.76924 -0.1300
H -2.12944 0.07511 -1.12837 0.3122
H -1.56842 2.18888 -0.59706 0.2913
H -0.12262 -3.77087 1.37890 0.2816
H -0.60366 -3.94673 -0.33106 0.3077
H 0.97846 -3.23810 0.09386 0.2551
H 1.90520 0.94529 -0.07579 0.4503
H 1.20293 -0.18099 1.06800 0.2607
H 1.44597 -0.71694 -0.57919 0.2907
H 0.68583 3.61301 -0.61140 0.2806
H -0.35529 3.77944 0.78858 0.3507
H 1.07039 2.76880 0.89157 0.3364
```

=====

Here is how they stack up, most stable first: x, w, y.

=====

w.
Entry from the OMol25 dataset: an isolated molecule of C6H11NO (wB97M-V/def2-TZVPD).

Structure (XYZ):
```
19
Properties=species:S:1:pos:R:3:mulliken_charge:R:1
C 1.88876 -0.03812 0.75383 -0.5917
C -2.31130 1.02871 -0.58111 -1.1065
C 2.30783 -1.12917 -0.21135 -1.1764
C 0.36251 0.52831 0.80514 0.3103
C -1.70582 -0.33336 -0.37482 0.6284
C -0.42576 -0.46049 0.33293 -0.6131
O 0.17021 1.83133 0.45062 -0.4708
N -2.29850 -1.43123 -0.62971 -0.7280
H 0.88644 2.35737 0.82358 0.3326
H -3.21949 -1.30858 -1.04988 0.2402
H -0.21134 -1.48974 0.57073 0.5567
H 2.50633 0.84307 0.56400 0.3677
H 2.13796 -0.32848 1.77875 0.3046
H -2.37572 1.56368 0.36494 0.2905
H -3.30707 0.94586 -1.01694 0.3855
H -1.66854 1.62495 -1.22663 0.2536
H 2.06822 -0.84494 -1.23416 0.3079
H 3.38360 -1.28888 -0.13566 0.3583
H 1.81168 -2.07029 0.01573 0.3502
```

=====

x.
Entry from the OMol25 dataset: a 2-piece molecular cluster, C6H11NO overall (wB97M-V/def2-TZVPD).

Structure (XYZ):
```
19
Properties=species:S:1:pos:R:3:mulliken_charge:R:1
C 1.35296 0.92777 -2.28321 -1.2495
C 0.56233 0.60402 -1.05461 1.0227
C -0.49622 1.33363 -0.53165 -0.8691
N -0.59242 0.81284 0.90169 -0.1333
C 0.38624 -0.16227 1.10786 0.2777
C 1.00633 -0.36188 -0.11234 -0.6021
C 0.32553 -0.93985 2.38442 -1.0465
H 0.74799 1.28424 -3.01806 0.3772
H 2.04523 1.73384 -1.79467 0.2438
H 2.06150 0.15879 -2.63942 0.3188
H -0.82967 2.31698 -0.61932 0.3553
H -1.32974 0.86820 1.51392 0.1763
H 1.86141 -0.97740 -0.38635 0.3271
H 0.73285 -0.14991 3.20063 0.2562
H -0.71054 -1.14716 2.70359 0.3172
H 1.02226 -1.82797 2.21505 0.2675
H -2.75911 -2.25524 -0.80883 0.3056
H -2.33653 -0.84209 -0.16570 0.3353
O -3.05041 -1.37653 -0.61301 -0.6802
```

=====

y.
Entry from the OMol25 dataset: an isolated molecule of C6H11NO (wB97M-V/def2-TZVPD).

Structure (XYZ):
```
19
Properties=species:S:1:pos:R:3:mulliken_charge:R:1
C -0.36704 1.32927 -0.54845 -0.5590
C 0.56423 0.88025 -1.67021 -1.1388
C -0.23815 -1.09700 0.31943 0.6910
C -0.95538 0.19523 0.26184 0.3909
N 1.80736 -0.28089 1.34597 -0.4908
C 1.01510 -1.26730 0.75324 -0.4811
C -2.11522 0.32780 0.89483 -1.2426
O -1.01891 -2.16227 -0.08463 -0.5066
H -0.52569 -2.98115 0.03934 0.3047
H 1.44849 0.65653 1.22124 0.2768
H 2.78646 -0.34034 1.10556 0.2271
H 1.46034 -2.25014 0.76392 0.2650
H -1.19527 1.90338 -0.97797 0.4052
H 0.17108 2.01568 0.11985 0.2798
H -2.53399 -0.48213 1.47039 0.3042
H -2.68870 1.24085 0.84962 0.3260
H 0.06317 0.15927 -2.30621 0.3019
H 1.46592 0.41556 -1.28063 0.2477
H 0.85621 1.73740 -2.27714 0.3984
```

=====

Here is how they stack up, most stable first: y, x, w.

=====

w.
Entry from the OMol25 dataset: a 2-piece molecular cluster, C6H11NO overall (wB97M-V/def2-TZVPD).

Structure (XYZ):
```
19
Properties=species:S:1:pos:R:3:mulliken_charge:R:1
C -0.80373 1.73684 -1.91488 -1.1965
C -0.52389 1.07686 -0.60352 0.6444
C -1.30605 1.13930 0.49485 -0.6233
N -0.70943 0.45217 1.54925 -0.1818
C 0.55470 0.04874 1.10791 0.5053
C 0.64570 0.32911 -0.20813 -0.7313
C 1.36890 -0.89236 1.90615 -1.3188
H -1.88272 1.82840 -2.06526 0.3316
H -0.38055 2.74211 -1.93716 0.2512
H -0.47766 1.11252 -2.74507 0.3147
H -2.34097 1.45053 0.55381 0.3872
H -0.79025 0.92608 2.44029 0.2859
H 1.41169 -0.00396 -0.89509 0.3745
H 2.27708 -1.20884 1.40345 0.3201
H 1.62694 -0.54980 2.91992 0.3707
H 0.85682 -1.83925 2.14843 0.2701
H 0.20831 -3.56558 -1.42691 0.2954
H -0.26606 -2.11877 -1.39449 0.3122
O 0.53118 -2.66409 -1.33353 -0.6117
```

=====

x.
Entry from the OMol25 dataset: C6H11NO as an isolated structure (wB97M-V/def2-TZVPD).

Structure (XYZ):
```
19
Properties=species:S:1:pos:R:3:mulliken_charge:R:1
C 1.47412 -1.59640 1.07617 -0.7635
C -2.12527 0.34168 -1.42914 -1.2122
C -1.14251 0.57864 0.88787 0.2849
C -1.12088 0.33173 -0.34406 0.2618
N -1.11804 1.09042 2.10121 -0.4818
C 0.81681 -0.03672 -0.76273 -0.0598
C 1.60377 0.87535 -1.40803 -0.8435
O 1.08869 -0.28262 0.73051 -0.3107
H -1.61271 0.61596 2.84514 0.2357
H -0.25493 1.50860 2.42769 0.2792
H 0.74740 -1.00518 -1.26093 0.3021
H 2.42683 -1.84660 0.59718 0.2875
H 0.74609 -2.33696 0.71528 0.3248
H 1.53354 -1.65010 2.16493 0.2246
H -2.33369 -0.68380 -1.74579 0.2741
H -3.07062 0.79100 -1.12436 0.3267
H -1.70778 0.87788 -2.28476 0.3279
H 1.77599 1.85687 -0.99087 0.2665
H 2.27320 0.57025 -2.19530 0.2757
```

=====

y.
Entry from the OMol25 dataset: an isolated molecule of C6H11NO (wB97M-V/def2-TZVPD).

Structure (XYZ):
```
19
Properties=species:S:1:pos:R:3:mulliken_charge:R:1
C 0.43557 -1.41758 1.44088 -1.0707
N 0.24052 -0.86652 0.09716 -0.0717
C 1.38223 -0.06566 -0.41065 -0.7127
C 1.01469 1.37549 -0.20057 -0.4987
C -0.50167 1.40230 -0.36319 -0.7349
C -0.95969 -0.03102 -0.00729 0.0323
C -1.90221 -0.64528 -1.05252 -0.2195
O -2.99069 -0.20409 -1.26586 -0.4854
H 1.45766 -1.79639 1.50095 0.3848
H -0.12101 -2.36062 1.47661 0.3362
H 0.18322 -0.74560 2.26007 0.3541
H 1.55736 -0.30446 -1.46019 0.3184
H 2.29149 -0.40703 0.08728 0.3769
H 1.42813 2.03181 -0.96999 0.3305
H 1.36597 1.74575 0.76361 0.2878
H -0.81253 1.68282 -1.38471 0.3078
H -1.09730 2.18283 0.11084 0.3709
H -1.52934 -0.05273 0.92152 0.3554
H -1.44239 -1.52403 -1.54395 0.3383
```

=====

Here is how they stack up, most stable first: w, y, x.

=====

w.
Entry from the OMol25 dataset: an isolated molecule of C6H11NO (wB97M-V/def2-TZVPD).

Structure (XYZ):
```
19
Properties=species:S:1:pos:R:3:mulliken_charge:R:1
C -1.04984 0.16260 0.01606 1.0585
C 0.27318 0.27702 -0.80213 -0.1334
C 0.24652 -1.13534 -1.02599 -0.6629
C -0.77185 -1.38190 0.03948 -0.7260
C 1.75180 0.45102 0.11951 -0.5065
C -1.20317 0.89929 1.32766 -1.6058
N 2.64956 -0.28329 -0.61112 -0.5330
O -2.19788 0.50652 -0.75518 -0.6041
H -2.10440 0.14044 -1.64304 0.3774
H 3.59020 0.10181 -0.48993 0.2389
H 0.36853 1.02054 -1.58983 0.4515
H 0.75199 -1.78020 -1.72487 0.4451
H -0.30973 -1.72278 0.97899 0.2377
H -1.61865 -2.03426 -0.18358 0.3205
H 1.98929 1.51017 0.32351 0.3890
H 1.39508 0.00985 1.06257 0.1480
H -2.14638 0.61184 1.79501 0.4068
H -0.39015 0.67188 2.01494 0.3386
H -1.22409 1.97479 1.14793 0.3596
```

=====

x.
Entry from the OMol25 dataset: a 2-piece molecular cluster, C6H11NO overall (wB97M-V/def2-TZVPD).

Structure (XYZ):
```
19
Properties=species:S:1:pos:R:3:mulliken_charge:R:1
C 0.29511 -1.07366 -1.60518 -0.9911
C 2.38410 -0.04131 -0.72981 -0.9450
N 1.05019 -0.54978 -0.48600 0.1951
C 0.70119 -0.90237 0.80543 -0.0160
O 1.36915 -0.69501 1.80988 -0.5961
H -0.28448 -1.39353 0.85836 0.3985
H 0.64831 -2.08321 -1.83092 0.3505
H 2.72521 0.56032 0.11796 0.3024
H 3.06324 -0.88843 -0.86079 0.3286
H -0.76825 -1.11939 -1.34998 0.3502
H 0.42430 -0.42471 -2.47585 0.3076
H 2.38295 0.58074 -1.62890 0.2968
C -1.72585 1.76902 0.38229 -0.9478
C -2.16797 0.81804 1.40401 -0.0075
C -2.50265 0.03688 2.25073 -0.0878
H -1.03156 1.29934 -0.31838 0.1118
H -1.21408 2.62101 0.83874 0.2778
H -2.57513 2.14395 -0.19504 0.3074
H -2.77380 -0.65792 3.01347 0.3647
```

=====

y.
Entry from the OMol25 dataset: an isolated molecule of C6H11NO (wB97M-V/def2-TZVPD).

Structure (XYZ):
```
19
Properties=species:S:1:pos:R:3:mulliken_charge:R:1
C -0.91836 -1.09117 -0.43960 -1.0535
C -2.24990 1.36935 0.02904 -1.1985
C 1.93679 -1.11094 1.09869 -1.0838
N -0.17061 0.15303 -0.42742 0.2010
C -0.75064 1.37332 -0.18084 0.7552
C 1.15172 0.13848 -1.00208 -0.7486
C 2.05100 -0.17318 -0.05542 0.1136
O -0.09524 2.39561 -0.18154 -0.6278
H 1.35337 0.89864 -1.74505 0.3628
H 3.06225 0.19703 -0.20916 0.3706
H -0.21255 -1.91222 -0.57480 0.3623
H -1.46628 -1.23760 0.49450 0.3338
H -1.63109 -1.11161 -1.26918 0.3598
H -2.75778 1.02294 -0.86995 0.3012
H -2.56552 2.38568 0.24686 0.3088
H -2.53567 0.71912 0.85272 0.3348
H 2.76419 -0.90984 1.78728 0.3587
H 1.01511 -0.95595 1.66093 0.2945
H 2.01922 -2.15070 0.78501 0.2553
```

=====

z.
Entry from the OMol25 dataset: C6H11NO as an isolated structure (wB97M-V/def2-TZVPD).

Structure (XYZ):
```
19
Properties=species:S:1:pos:R:3:mulliken_charge:R:1
C -0.44924 0.48868 -0.24293 -0.2462
C 2.22398 1.50795 -0.50065 -1.1977
C -2.67465 -0.53497 -0.26831 -1.2254
C 1.51921 0.21956 -0.14305 0.5547
C -0.87229 -0.79634 0.13953 0.3449
C -0.54368 -1.92888 0.72272 -0.6848
O -0.71108 1.53742 0.61138 -0.5222
N 2.16464 -0.83503 0.16183 -0.6249
H -0.62358 1.20518 1.51932 0.3928
H -0.59615 0.76455 -1.28440 0.4148
H 3.18060 -0.68861 0.25936 0.2296
H 2.04154 1.73897 -1.55382 0.2524
H 1.84043 2.33096 0.10696 0.2620
H 3.30773 1.44404 -0.33841 0.3978
H -2.81624 -1.15060 -1.15510 0.3241
H -3.03103 0.47804 -0.44924 0.3337
H -3.20285 -0.92540 0.60129 0.3862
H -1.25093 -2.74607 0.81038 0.2987
H 0.49359 -2.10942 1.00315 0.3094
```

=====

Here is how they stack up, most stable first: y, x, z, w.